(1)
41
Properties=species:S:1:pos:R:3:forces:R:3 method="wB97M-V/def2-TZVPD" molar_mass_g_mol=259.3 gap_ha=0.36888 e_lumo_ha=-0.0876 e_tot_ev=-23877.687 smiles="CNC(=O)[C@@H](CCCC[NH3+])NC(=O)CNC(C)=O" total_charge=+1 de_lowest_kj_mol=0.0
C -1.16090 -5.22761 -2.63597 -0.4 1.7 -1.5
N -1.59013 -4.09927 -1.79346 3.6 -1.1 1.1
C -0.79155 -3.40117 -0.95084 2.7 0.0 -0.7
O 0.36343 -3.70041 -0.63623 -1.0 -0.4 -0.3
C -1.28785 -2.03369 -0.53025 -0.8 0.7 -1.5
C -2.33525 -2.29306 0.58822 1.7 2.2 1.2
C -2.77932 -0.93050 1.15731 0.0 0.6 0.6
C -3.57520 -0.06345 0.19764 -1.5 -2.5 -1.4
C -3.89147 1.34878 0.68579 -1.4 -1.4 -2.5
N -2.80500 2.20545 0.20679 -1.5 1.6 -0.3
N -0.14178 -1.16967 -0.10389 -0.9 -2.6 0.5
C 0.02874 0.09982 -0.32152 0.3 2.5 -2.0
O -0.77574 0.78305 -0.96680 0.0 0.2 0.4
C 1.35434 0.73190 0.22156 -1.5 0.3 1.9
N 1.42830 2.23708 0.09028 1.1 -2.9 -0.5
C 0.53093 3.21124 0.41147 1.9 -0.9 -1.6
C 0.83257 4.54454 -0.09816 -1.1 1.2 1.2
O -0.47784 3.00173 1.00242 -2.5 -1.0 2.1
H -1.99547 -5.90139 -2.74659 0.0 -0.5 0.2
H -0.24481 -5.67274 -2.30126 0.1 -0.3 0.6
H -0.94798 -4.81945 -3.67118 -0.2 -0.4 1.0
H -2.46564 -3.75524 -1.85746 -3.4 1.0 -0.7
H -1.70242 -1.57468 -1.52553 0.4 -0.5 2.1
H -1.84315 -2.87951 1.41341 -0.4 0.5 -0.8
H -3.18695 -2.83154 0.26063 -0.7 -0.6 -0.6
H -3.46156 -1.06425 1.97603 0.0 -0.4 0.9
H -1.92361 -0.33383 1.52913 -0.1 -0.5 0.0
H -4.54696 -0.71014 -0.00529 1.6 1.7 0.2
H -2.96269 -0.08333 -0.72709 -0.9 0.6 0.1
H -4.82161 1.74028 0.22796 0.4 -0.4 0.2
H -4.05185 1.32052 1.73114 0.4 0.6 1.2
H -2.37521 1.89652 -0.67731 -0.1 -0.1 0.1
H -2.06287 2.16652 0.85038 2.0 0.4 1.1
H -3.12057 3.19425 0.14151 0.6 -0.8 0.0
H 0.66397 -1.65148 0.23150 0.3 -0.9 0.3
H 2.29441 0.30864 -0.15602 -0.5 0.1 -0.4
H 1.32173 0.35099 1.28291 0.3 1.0 -0.6
H 2.22718 2.35805 -0.52499 -0.5 1.3 0.3
H 0.08766 5.26657 0.27653 0.7 -0.3 0.6
H 1.82962 4.79272 0.14579 1.1 0.7 -0.2
H 0.58032 4.58788 -1.10691 0.4 -0.2 -2.2

---

(2)
42
Properties=species:S:1:pos:R:3:forces:R:3 method="wB97M-V/def2-TZVPD" molar_mass_g_mol=273.3 gap_ha=0.31393 e_lumo_ha=0.0080 e_tot_ev=-25371.221 smiles="[H]/N=C(/N)NCCC[C@H](NC(=O)[C@@H](N)C(C)C)C(=O)O" de_lowest_kj_mol=318.4
H 5.52966 1.10875 -1.45572 0.6 -0.9 -1.1
N 4.99591 1.89441 -1.17721 -0.2 0.8 1.5
C 4.31656 1.47662 -0.18270 -3.3 -2.3 1.0
N 3.60574 2.26435 0.74889 2.0 0.9 -1.3
N 3.88863 0.09051 0.07723 2.3 3.1 -1.9
C 3.74966 -1.02350 -0.79147 3.4 -0.9 -0.8
C 2.82247 -2.06625 -0.22140 0.5 -0.7 -0.4
C 1.38745 -1.68791 -0.56758 -0.2 0.8 -0.1
C 0.51935 -1.44390 0.68034 0.2 -0.2 -0.6
N -0.90420 -1.20433 0.28608 1.4 1.0 1.2
C -1.42259 -0.05249 -0.15829 0.3 -0.8 -1.7
O -0.69194 0.94392 -0.35423 -1.6 -0.7 0.1
C -2.97257 -0.07925 -0.62690 1.1 0.4 0.1
N -3.79600 -1.28376 -0.87147 0.5 1.5 1.5
C -3.55340 1.08697 0.26386 -1.5 -2.3 0.0
C -4.74276 0.60613 1.22505 0.1 -0.5 -0.9
C -3.90419 2.16530 -0.76987 -1.4 0.5 1.0
C 1.26799 -0.35123 1.46039 -2.4 -0.9 0.7
O 1.60379 -0.45620 2.59791 0.8 -1.2 1.7
O 1.47575 0.70775 0.82387 -1.0 2.8 -2.9
H 2.92051 1.95772 1.40343 -0.1 -0.6 -0.2
H 4.06469 3.10905 1.01947 0.2 0.4 -0.1
H 3.40865 0.08165 0.91207 -0.8 -0.5 1.6
H 3.49515 -0.86240 -1.91836 0.2 0.3 2.0
H 4.79317 -1.54198 -0.82937 -1.4 0.7 -0.3
H 2.96797 -2.38627 0.85169 0.1 0.8 -1.0
H 3.20546 -2.90903 -0.81519 -0.9 -0.4 0.3
H 1.39621 -0.68809 -1.11378 0.0 -1.4 0.4
H 1.01439 -2.42983 -1.26113 -0.7 -0.1 0.0
H 0.60521 -2.19880 1.44545 -0.6 -1.0 -0.3
H -1.41449 -1.99821 0.03332 -0.9 -1.4 0.1
H -2.87389 0.23563 -1.66798 0.3 0.7 0.2
H -4.15793 -1.76291 -0.06850 0.0 -0.1 0.5
H -3.27523 -1.90226 -1.42768 0.5 -1.1 -1.0
H -2.76598 1.23559 0.97744 0.4 1.3 0.1
H -4.46018 -0.19832 1.96941 -0.1 0.7 -1.1
H -5.62295 0.28885 0.64357 0.4 -0.4 0.0
H -5.17920 1.39881 1.81878 0.5 0.6 0.2
H -2.95703 2.59515 -1.19564 -1.2 -0.3 0.3
H -4.57750 2.92701 -0.24454 1.1 -0.5 -1.0
H -4.55756 1.63467 -1.54526 1.0 1.0 0.8
H 0.79525 0.71805 0.02598 0.7 0.8 1.2

---

(3)
40
Properties=species:S:1:pos:R:3:forces:R:3 method="wB97M-V/def2-TZVPD" molar_mass_g_mol=239.3 gap_ha=0.36949 e_lumo_ha=-0.1131 e_tot_ev=-20714.379 total_charge=+1
N -3.41740 -0.59846 2.76835 0.2 -0.2 -0.1
C -2.56131 -1.29504 3.37163 -0.3 0.2 0.1
C -1.56265 -2.11075 2.58291 -0.7 0.3 0.3
N -1.00093 -3.18237 3.40186 0.2 -0.3 -0.4
C -0.92386 -4.45323 3.03415 0.4 -0.3 0.2
N -0.03102 -5.30752 3.63176 -0.6 0.7 0.3
N -1.66173 -4.95612 2.05920 -0.2 0.1 0.1
H -4.00268 -0.09061 3.42481 -0.1 0.1 0.0
H -2.50815 -1.34022 4.46237 0.2 -0.1 0.1
H -0.80472 -1.44071 2.18826 0.4 -0.1 0.0
H -2.09069 -2.51336 1.72965 0.1 0.0 -0.2
H -0.58393 -2.93475 4.28524 0.1 0.0 0.0
H -0.45721 -6.12676 4.04415 0.1 -0.2 -0.2
H 0.60620 -4.85085 4.26687 0.2 -0.1 0.0
H -2.46793 -4.47138 1.70955 -0.1 0.1 -0.2
H -1.41554 -5.83533 1.64258 0.0 -0.2 0.0
C 1.56522 1.05967 -1.08334 0.0 0.0 0.1
C 2.02265 -0.26987 -0.49777 0.0 0.2 0.0
C 1.27163 -1.47265 -1.08295 0.1 0.1 0.1
C -0.16531 -1.38686 -0.81542 0.3 0.0 -0.3
N -1.29163 -1.28024 -0.62982 -0.3 -0.1 0.3
H 0.51391 1.25467 -0.86243 0.0 0.0 0.0
H 2.14947 1.87998 -0.67064 0.0 0.0 0.0
H 1.69647 1.07583 -2.16571 0.0 0.0 0.0
H 1.89616 -0.25748 0.58777 0.0 0.0 0.0
H 3.08709 -0.40612 -0.69095 0.0 -0.1 0.0
H 1.64202 -2.40656 -0.65825 0.0 0.0 0.0
H 1.41169 -1.52268 -2.16328 0.0 0.0 0.0
C -0.18891 4.57734 -2.12298 0.0 0.0 0.0
C 0.37868 5.31118 -3.33215 -0.1 0.0 0.1
C 1.28050 4.42334 -4.19687 0.0 0.1 0.1
C 2.43361 3.93596 -3.43947 -0.2 0.1 -0.3
N 3.33638 3.57825 -2.83265 0.3 -0.2 0.2
H 0.60584 4.24373 -1.45382 0.0 0.0 0.0
H -0.84802 5.23069 -1.55256 0.0 0.0 0.0
H -0.76607 3.70247 -2.42958 0.0 0.0 0.0
H 0.94348 6.18367 -3.00103 0.0 0.0 0.0
H -0.43829 5.67808 -3.95466 0.0 0.0 -0.1
H 1.65213 4.97356 -5.06104 0.0 0.0 0.0
H 0.72514 3.55972 -4.56608 0.0 0.0 0.0

---

(4)
40
Properties=species:S:1:pos:R:3:forces:R:3 method="wB97M-V/def2-TZVPD" molar_mass_g_mol=336.4 gap_ha=0.29981 e_lumo_ha=-0.4855 e_tot_ev=-24565.399 total_charge=+3 de_lowest_kj_mol=0.0
Ru 0.12737 -0.53644 0.48514 -0.1 0.1 -0.1
C -1.46730 1.82773 0.10627 0.0 0.0 0.0
C -2.09219 0.80923 -0.81509 0.0 0.0 0.0
O -1.71410 -0.49595 -0.24039 0.1 0.0 0.0
C -2.15584 -1.75739 -0.89032 0.0 0.0 0.0
C -1.00565 -2.27734 -1.72083 0.0 0.0 0.0
O 0.18366 -2.06304 -0.88170 0.0 0.0 0.0
C 1.52953 -2.34272 -1.42046 0.0 0.0 0.0
C 2.17983 -1.00210 -1.65323 0.0 0.0 0.0
O 1.86063 -0.18677 -0.45521 0.0 0.0 0.1
C 2.18236 1.25556 -0.49315 0.0 0.1 0.0
C 0.88811 1.99557 -0.69875 0.0 0.0 0.0
O -0.04840 1.48047 0.32113 0.0 0.0 0.1
H -1.91748 1.80407 1.09762 0.0 0.0 0.0
H -1.52617 2.83872 -0.29694 0.0 0.0 0.0
H -1.72790 0.85310 -1.84227 0.0 0.0 0.0
H -3.18000 0.88693 -0.79936 0.0 0.0 0.0
H -3.04606 -1.55047 -1.48320 0.0 0.0 0.0
H -2.40842 -2.42018 -0.06479 0.0 0.0 0.0
H -0.85994 -1.73616 -2.65650 0.0 0.0 0.0
H -1.12257 -3.34386 -1.91503 0.0 0.0 0.0
H 1.44574 -2.91672 -2.34285 0.0 0.0 0.0
H 2.03888 -2.93873 -0.66572 0.0 0.0 0.0
H 1.78192 -0.47806 -2.52345 0.0 0.0 0.0
H 3.26476 -1.08656 -1.71954 0.0 0.0 0.0
H 2.88828 1.44476 -1.30136 0.0 0.0 0.0
H 2.65456 1.47837 0.46209 0.0 0.0 0.0
H 0.46046 1.82267 -1.68835 0.0 0.0 0.0
H 1.00832 3.06554 -0.52480 0.0 0.0 0.0
C 1.21010 0.60424 4.14040 0.0 0.0 0.0
C -0.00991 0.72168 3.24947 0.0 0.0 0.0
C -1.32558 0.41915 3.94289 0.0 0.0 0.0
O 0.15159 -0.35274 2.22542 0.0 0.0 0.0
H 1.11947 1.36098 4.92158 0.0 0.0 0.0
H 2.13584 0.79075 3.59672 0.0 0.0 0.0
H 1.25607 -0.37314 4.61846 0.0 0.0 0.0
H -0.02847 1.67114 2.71278 0.0 0.0 0.0
H -1.29775 -0.55478 4.42931 0.0 0.0 0.0
H -2.17630 0.45927 3.26074 0.0 0.0 0.0
H -1.47550 1.17753 4.71290 0.0 0.0 0.0

---

(5)
37
Properties=species:S:1:pos:R:3:forces:R:3 method="wB97M-V/def2-TZVPD" molar_mass_g_mol=181.1 gap_ha=0.36117 e_lumo_ha=0.0270 e_tot_ev=-13961.781 de_lowest_kj_mol=0.0
B 0.51503 0.05969 -1.10399 0.1 0.2 -1.3
C -1.71450 -1.63724 1.11148 -0.2 -0.3 0.0
C -1.24221 -0.42577 1.17977 3.6 0.9 -2.5
C -0.91015 -1.32097 -2.76536 0.0 0.2 0.0
C 1.93591 0.94245 -3.17475 0.0 -0.1 0.2
C -3.23434 0.91290 1.87058 0.2 0.0 0.0
C 1.38075 -1.23135 2.27503 0.2 0.2 -0.3
C 1.73937 1.22619 1.87472 0.1 -0.3 -0.2
C -0.80757 0.00154 -1.99730 0.1 0.0 0.2
C 1.95857 0.30806 -1.78672 -0.3 0.0 0.0
C -1.71659 0.87257 1.68302 -0.3 0.2 0.1
C 1.55545 -0.14741 1.21007 0.5 0.1 0.4
N 0.49692 -0.14624 0.24242 -4.1 -1.0 3.2
H -1.19070 -2.44357 0.63392 0.2 -0.1 -0.1
H -2.67034 -1.88161 1.55612 -0.1 0.1 0.1
H -1.79079 -1.33334 -3.40994 0.0 -0.1 0.0
H -0.03034 -1.47541 -3.38699 0.1 -0.1 -0.1
H -0.98458 -2.15551 -2.07090 0.0 -0.2 0.0
H 2.94640 1.07993 -3.55499 0.1 0.1 -0.1
H 1.39274 0.32046 -3.88115 -0.1 0.0 -0.2
H 1.45239 1.91709 -3.13569 0.0 0.1 -0.1
H -3.53633 1.89878 2.21603 -0.1 0.0 0.0
H -3.73632 0.70471 0.92798 -0.1 0.0 0.0
H -3.55391 0.17811 2.60490 -0.1 -0.1 0.1
H 0.48703 -1.04291 2.86468 0.0 0.0 0.1
H 1.28599 -2.20781 1.80718 0.0 -0.1 0.0
H 2.24197 -1.24171 2.93896 0.1 0.0 0.1
H 1.72259 2.00814 1.12084 0.0 0.1 -0.1
H 2.69358 1.26009 2.39565 0.1 0.1 0.1
H 0.94819 1.42142 2.59345 -0.1 0.0 0.1
H -0.81447 0.81862 -2.72323 0.0 0.1 0.0
H -1.70692 0.10962 -1.38774 0.0 0.1 0.1
H 2.47449 -0.65572 -1.85134 0.1 -0.1 0.1
H 2.57737 0.93981 -1.14481 0.0 -0.1 0.1
H -1.22905 1.09605 2.63617 0.1 0.1 -0.1
H -1.41504 1.64487 0.97139 0.1 -0.1 0.1
H 2.47941 -0.37456 0.66054 -0.1 0.0 0.1

---

(6)
44
Properties=species:S:1:pos:R:3:forces:R:3 method="wB97M-V/def2-TZVPD" molar_mass_g_mol=632.0 gap_ha="0.31988 / 0.18482" e_lumo_ha="-0.4121 / -0.5406" s2=6.041 e_tot_ev=-62054.125 total_charge=+3 spin_multiplicity=5 de_lowest_kj_mol=176.0
C -0.72782 -2.56671 -1.92375 -0.9 -0.6 0.6
C 0.25124 -1.43400 -2.19539 4.4 -3.0 -2.4
H -0.12207 -3.48235 -1.85376 0.0 0.3 0.0
H -1.47410 -2.65160 -2.72524 0.2 0.2 0.1
H -1.26145 -2.42509 -0.96982 0.0 -0.3 -0.4
O 1.35878 -1.65548 -2.65932 -3.8 1.4 1.7
I 0.96424 2.80229 -1.25272 -0.1 1.0 0.9
Os -0.78570 0.07448 -1.27293 -2.1 1.1 -2.7
P -0.04157 0.80713 -3.47765 0.1 0.4 -3.3
C 1.74983 1.07006 -3.75581 -0.3 -0.4 0.9
C -0.43688 -0.30080 -4.89849 -0.1 -0.5 0.6
H -1.87286 2.29625 -3.96090 0.1 0.2 -0.2
H -0.56681 2.41526 -5.19651 0.0 -0.1 0.3
H -0.38697 3.22586 -3.60583 -0.3 -0.2 -0.3
C -0.79150 2.34846 -4.12312 -0.3 0.2 0.7
H -1.47603 -0.63858 -4.81995 0.2 0.1 -0.2
H -0.30358 0.26995 -5.82737 0.0 -0.1 0.3
H 1.91327 1.31864 -4.80961 -0.1 0.0 0.2
H 2.27935 0.15843 -3.46796 0.2 0.3 -0.2
H 0.22997 -1.17321 -4.90032 -0.2 0.2 -0.1
H 2.11990 1.89464 -3.12581 0.3 -0.1 -0.4
C 0.90140 0.01896 -0.48772 6.9 -1.2 3.1
O 1.98531 -0.20321 -0.09620 -4.4 0.9 -1.4
Cl -2.85747 0.11715 -2.46983 0.9 0.1 1.2
C -0.56200 -2.11638 4.97832 -0.1 0.0 0.3
C 0.30937 -1.71349 3.80697 0.4 -0.1 0.1
N -0.53046 -1.40201 2.63054 -0.5 1.3 -1.2
C -0.62637 -0.23207 2.01966 1.7 -1.1 2.0
S -1.81946 -0.03629 0.77181 -1.1 0.4 -0.1
N 0.14135 0.82403 2.43550 -1.3 0.2 -0.8
C -0.13734 1.43958 3.79052 -0.1 0.0 0.5
C 1.11684 2.02794 4.37341 0.4 0.2 0.0
H -1.31526 -1.35203 5.20125 0.2 -0.1 0.0
H 0.05727 -2.26431 5.87182 -0.1 0.0 -0.3
H -1.07961 -3.04983 4.76624 0.0 -0.1 0.1
H 0.89704 -0.82375 4.00857 0.1 -0.1 0.0
H 1.00200 -2.51820 3.52173 -0.3 0.2 0.0
H -1.12711 -2.12964 2.24646 0.0 -0.1 0.4
H 0.18667 1.57832 1.74098 0.0 -0.4 0.3
H -0.89726 2.21680 3.64938 0.1 -0.2 -0.1
H -0.56948 0.68467 4.45893 0.1 0.1 -0.4
H 1.49904 2.85068 3.76455 0.0 -0.1 0.0
H 0.89962 2.44504 5.35533 0.0 0.0 0.0
H 1.90665 1.28441 4.48404 0.0 0.0 0.0

---

(7)
52
Properties=species:S:1:pos:R:3:forces:R:3 method="wB97M-V/def2-TZVPD" molar_mass_g_mol=431.3 gap_ha=0.27654 e_lumo_ha=-0.2647 e_tot_ev=-46925.165 total_charge=+2 de_lowest_kj_mol=0.0
N -3.80017 -0.64123 0.04915 -1.6 -0.2 -0.1
H -3.76858 -1.65050 0.02742 0.1 -0.4 0.0
H -4.30647 -0.30819 -0.75883 0.2 0.1 -0.8
H -2.86395 -0.26928 0.12166 1.3 0.3 0.1
H -4.42129 -0.36290 0.79537 0.1 0.2 1.0
N -0.39617 -3.35975 0.63283 -0.3 -0.5 -0.4
H -1.09415 -3.88797 1.13671 -0.3 -0.7 -0.2
H 0.45121 -3.40926 1.18018 0.8 0.4 0.6
H -0.73810 -2.41925 0.49624 0.1 1.9 0.7
H -0.24480 -3.62367 -0.33025 0.1 -1.1 -0.1
N -1.16806 -0.27274 -3.40021 -1.1 -1.4 -0.8
H -2.17164 -0.37988 -3.43824 -0.6 0.5 -0.7
H -1.02576 0.26764 -2.55888 0.8 1.1 1.7
H -0.78749 0.12988 -4.24471 0.1 0.2 -0.4
H -0.89379 -1.23882 -3.29273 1.0 -0.2 0.1
C 0.74650 0.87142 0.46958 0.7 1.1 0.1
C -0.52434 0.40109 -0.10739 0.9 -1.9 -0.7
O -1.03989 1.02457 -1.06414 -0.8 -0.2 0.2
O -0.91272 -0.74605 0.31120 -1.5 0.2 -0.3
H 0.56729 1.16606 1.50359 0.1 0.5 -0.1
H 1.08251 1.67429 -0.18662 0.2 0.3 0.6
H 1.53823 0.12473 0.53057 -0.4 -0.3 -0.2
C 2.80750 -0.02780 3.51165 0.4 0.3 1.2
C 2.43594 -0.36451 4.98475 0.6 1.5 -1.6
O 1.63964 -1.47551 4.80442 -1.0 -2.2 -0.5
C 1.83828 -2.05094 3.56095 -0.6 -0.3 1.4
O 1.30502 -3.05928 3.15064 0.4 1.3 0.3
O 2.72685 -1.32822 2.91213 0.7 0.4 -1.4
F 1.72284 0.64680 5.50742 -0.5 0.2 0.2
H 3.78321 0.45774 3.49333 0.2 -0.6 -0.5
H 2.09430 0.62352 3.00646 -0.2 0.0 0.4
H 3.30030 -0.50815 5.63308 -0.1 -0.5 0.0
C 3.63355 -1.33948 -0.97014 -0.4 1.4 0.7
C 2.63473 -2.01927 -1.85566 1.6 -0.4 -0.3
O 3.39436 -2.22182 -3.07113 -2.0 -0.2 1.0
C 4.66728 -2.28293 -2.70983 7.3 -1.9 -3.9
O 5.62330 -2.75723 -3.45429 -5.8 2.8 4.5
O 4.86765 -1.69923 -1.48772 0.7 -1.1 -1.0
F 1.60728 -1.17326 -2.08947 -1.0 -0.2 -0.4
H 3.58827 -1.48530 0.10912 -0.1 -0.7 -0.1
H 3.44317 -0.27344 -1.09432 0.3 0.3 -0.2
H 2.33731 -2.99047 -1.46019 -0.7 0.0 -0.4
C -3.44046 3.60239 -1.74257 -0.1 0.0 -0.2
C -2.46622 4.01029 -0.66893 -2.1 -1.7 0.5
O -3.27687 4.85757 0.16825 2.5 -0.9 0.4
C -4.32057 5.25311 -0.55952 -3.9 2.8 3.9
O -5.26563 5.91100 -0.16321 2.3 -0.7 -0.3
O -4.29997 4.70544 -1.69021 -1.1 -1.9 -5.3
F -1.49877 4.62835 -1.29215 2.1 1.5 0.0
H -3.94580 2.66218 -1.52182 -0.5 0.0 0.3
H -3.02331 3.49402 -2.74374 0.2 0.3 0.2
H -2.14165 3.11424 -0.13994 0.5 0.6 0.6

---

(8)
42
Properties=species:S:1:pos:R:3:forces:R:3 method="wB97M-V/def2-TZVPD" molar_mass_g_mol=296.5 gap_ha=0.30484 e_lumo_ha=-0.0054 e_tot_ev=-42570.505 de_lowest_kj_mol=1487.9
C -2.66389 2.49817 -1.25905 -3.0 3.9 0.4
C -2.68860 1.16906 -0.80635 -3.2 -2.8 1.4
N -2.70447 0.08599 -0.39028 -4.7 4.5 1.5
H -1.99905 3.00646 -0.56067 0.5 0.3 -0.4
H -3.58478 3.05371 -1.08171 -0.6 -0.4 0.2
H -2.42487 2.63595 -2.31356 -0.1 0.1 0.4
C 0.97786 -0.95828 -2.00976 4.6 -1.2 -3.0
C 2.11289 -1.82919 -1.73792 4.1 -2.6 0.3
N 3.04501 -2.54549 -1.54789 -3.7 2.7 -0.6
H 0.85097 -0.35207 -1.11282 1.4 -0.6 -1.5
H 0.10155 -1.59261 -2.14317 3.2 0.4 -3.0
H 1.17273 -0.33057 -2.87931 0.4 -0.1 -0.2
C -0.89514 -1.05410 1.75481 -0.5 0.5 -2.3
S -0.43012 0.04838 0.36004 -1.3 -0.6 1.7
O 1.07236 -0.06539 0.42376 -1.6 4.1 -2.8
C -0.97408 -1.00688 -1.03575 -3.4 -4.1 1.4
H -1.97343 -1.20778 1.79682 0.1 0.2 0.0
H -0.44805 -0.61641 2.64736 -1.3 0.5 -2.6
H -0.32992 -1.97100 1.58772 -0.7 -0.1 -0.2
H -2.05223 -1.14191 -0.94937 1.4 -2.0 0.1
H -0.34807 -1.88710 -1.18207 -2.3 -0.7 3.1
H -0.88957 -0.46737 -1.97909 -2.4 -2.9 0.9
C 0.20711 -1.20275 4.02121 0.8 -1.2 2.1
S 2.00078 -1.05428 3.68212 0.5 -3.1 0.0
O 2.57699 -2.32017 4.38396 -0.8 2.4 -1.1
C 1.92304 -1.48710 1.86223 2.0 -2.9 3.2
H -0.17555 -1.98513 3.36583 0.3 -0.1 1.0
H -0.32098 -0.25687 3.90065 0.3 0.0 1.1
H 0.04139 -1.59109 5.02611 0.6 0.4 0.3
H 1.19664 -1.05721 1.17257 1.4 -1.2 2.2
H 1.78868 -2.56576 1.78139 0.2 -0.5 0.7
H 2.93240 -1.32266 1.48508 0.0 0.3 0.0
C 1.15763 2.51306 -0.82680 -0.1 -0.6 -0.6
C 0.47476 2.29376 -2.17035 0.1 0.4 -3.4
O 0.86917 2.82860 -3.24062 -1.0 -1.3 3.2
C -0.68276 1.25933 -2.18220 2.9 2.8 -0.1
H 0.70195 3.33773 -0.27873 0.5 0.4 -0.2
H 2.22427 2.55300 -1.04765 0.0 0.9 0.2
H 1.09051 1.64602 -0.16964 -0.1 0.6 -0.4
H -0.31802 0.32401 -1.75766 1.3 4.5 -1.0
H -1.18422 0.99868 -3.11424 0.2 0.5 -0.4
H -1.43092 1.61707 -1.47483 3.9 -1.2 -1.6